[1]
{"formula": "C34H35N6O4RhSe", "method": "ωB97M-V/def2-TZVPD", "species": ["Rh", "O", "C", "C", "C", "C", "C", "C", "C", "O", "N", "O", "O", "H", "H", "H", "H", "N", "C", "C", "C", "C", "C", "C", "N", "C", "C", "C", "C", "N", "C", "C", "H", "H", "H", "H", "H", "H", "H", "H", "H", "C", "C", "C", "C", "N", "C", "Se", "N", "C", "C", "C", "C", "C", "C", "C", "C", "C", "C", "H", "H", "H", "H", "H", "H", "H", "H", "H", "H", "H", "H", "H", "H", "H", "H", "H", "H", "H", "H", "H", "H"], "positions_angstrom": [[-0.122, 0.430, -0.103], [1.923, -0.285, -0.365], [2.724, -0.549, 0.540], [2.476, -0.594, 1.948], [3.619, -0.720, 2.759], [3.491, -0.759, 4.112], [2.229, -0.740, 4.721], [1.103, -0.644, 3.952], [1.176, -0.511, 2.541], [0.083, -0.341, 1.871], [4.695, -0.779, 4.946], [5.767, -0.800, 4.382], [4.541, -0.647, 6.141], [3.758, -0.765, 0.236], [4.606, -0.773, 2.316], [2.170, -0.812, 5.799], [0.119, -0.649, 4.403], [-7.228, -0.401, 1.252], [-8.560, -0.376, 0.870], [-9.734, -0.542, 1.541], [-10.900, -0.427, 0.758], [-10.885, -0.147, -0.643], [-9.715, 0.023, -1.308], [-8.505, -0.089, -0.542], [-7.253, 0.045, -0.950], [-6.492, -0.148, 0.153], [-5.032, -0.099, 0.109], [-4.236, -0.280, 1.236], [-2.860, -0.234, 1.097], [-2.274, -0.024, -0.088], [-3.040, 0.143, -1.174], [-4.420, 0.120, -1.121], [-6.883, -0.586, 2.180], [-9.789, -0.747, 2.601], [-11.857, -0.563, 1.245], [-11.826, -0.074, -1.168], [-9.669, 0.230, -2.368], [-4.647, -0.457, 2.220], [-2.187, -0.382, 1.932], [-2.526, 0.285, -2.115], [-5.012, 0.258, -2.014], [2.752, 5.880, 0.108], [3.249, 5.256, -1.196], [4.126, 4.014, -1.031], [3.391, 2.737, -0.645], [2.831, 2.774, 0.713], [1.540, 2.850, 1.064], [0.080, 2.842, -0.145], [1.451, 2.919, 2.400], [0.235, 2.967, 3.220], [0.084, 4.305, 3.937], [-0.147, 5.497, 3.014], [-1.482, 5.449, 2.278], [2.735, 2.838, 2.939], [3.183, 2.799, 4.257], [4.545, 2.674, 4.442], [5.431, 2.589, 3.355], [4.984, 2.628, 2.051], [3.609, 2.756, 1.869], [2.390, 6.893, -0.064], [3.553, 5.939, 0.848], [1.925, 5.322, 0.550], [3.840, 6.001, -1.732], [2.401, 5.017, -1.845], [4.919, 4.223, -0.308], [4.622, 3.794, -1.979], [4.057, 1.875, -0.689], [2.564, 2.549, -1.328], [0.304, 2.145, 3.937], [-0.607, 2.765, 2.560], [0.967, 4.484, 4.552], [-0.758, 4.207, 4.628], [0.679, 5.577, 2.300], [-0.106, 6.404, 3.619], [-1.535, 4.617, 1.573], [-1.646, 6.364, 1.710], [-2.309, 5.346, 2.985], [2.505, 2.847, 5.097], [4.940, 2.633, 5.448], [6.489, 2.480, 3.549], [5.668, 2.552, 1.216]], "mulliken_charge": [0.68, -0.66, -0.29, 0.66, -0.38, -0.79, -0.64, -0.36, 0.51, -0.64, 1.14, -0.61, -0.62, 0.47, 0.51, 0.54, 0.49, 0.05, 0.69, -0.89, -0.34, -0.54, -0.68, 0.80, -0.54, 0.05, 1.06, -0.63, -0.60, -0.37, -0.61, -0.45, 0.22, 0.45, 0.42, 0.43, 0.48, 0.32, 0.70, 0.54, 0.54, -0.59, -0.67, -0.69, -1.25, 2.23, -1.02, -0.30, 1.86, -1.24, -0.77, 0.00, -1.14, 0.37, -1.10, -1.03, -0.83, -1.22, 0.44, 0.51, 0.26, -0.16, 0.36, 0.30, 0.31, 0.48, 0.44, 0.49, 0.31, 0.41, 0.32, 0.54, -0.11, 0.44, 0.14, 0.39, 0.33, 0.54, 0.47, 0.49, 0.56], "s_squared": 6.038, "gap_ha": [0.2249, 0.1325], "spin_multiplicity": 5, "e_homo_ev": [-12.7, -12.9], "e_tot_ev": -121294.6572, "charge": 2}

[2]
{"formula": "C10H25NO9Zn", "method": "ωB97M-V/def2-TZVPD", "species": ["Zn", "O", "C", "O", "O", "H", "O", "C", "O", "O", "H", "C", "C", "C", "O", "H", "H", "H", "H", "H", "H", "H", "H", "C", "C", "C", "O", "C", "N", "H", "H", "H", "H", "H", "H", "H", "H", "H", "H", "H", "C", "O", "H", "H", "H", "H"], "positions_angstrom": [[-21.496, 1.190, -15.203], [-19.070, -2.339, -18.142], [-19.029, -1.659, -17.009], [-17.963, -1.494, -16.356], [-20.031, -1.102, -16.595], [-18.238, -2.808, -18.046], [-25.941, 2.239, -14.315], [-24.684, 1.896, -14.393], [-24.261, 0.762, -14.700], [-23.726, 2.654, -14.194], [-25.714, 3.159, -14.163], [-22.672, -1.110, -10.512], [-21.716, 0.013, -11.011], [-20.501, 0.166, -10.009], [-21.139, -0.287, -12.291], [-22.871, -1.010, -9.445], [-22.434, -2.079, -10.950], [-23.635, -0.838, -10.944], [-22.345, 0.902, -11.061], [-20.637, -0.051, -8.950], [-20.137, 1.194, -10.001], [-19.642, -0.379, -10.401], [-20.758, -1.154, -12.134], [-19.147, 4.622, -13.124], [-18.365, 4.325, -14.500], [-16.823, 4.685, -14.447], [-16.326, 4.366, -15.727], [-15.200, 5.074, -16.297], [-18.655, 2.946, -14.990], [-18.622, 3.937, -12.458], [-20.190, 4.309, -13.158], [-18.956, 5.660, -12.853], [-18.768, 4.976, -15.276], [-16.341, 4.045, -13.708], [-16.629, 5.736, -14.233], [-14.407, 5.271, -15.576], [-15.509, 6.034, -16.710], [-14.779, 4.539, -17.148], [-17.865, 2.554, -14.499], [-18.206, 3.118, -15.879], [-22.288, 3.717, -18.606], [-21.725, 2.584, -17.967], [-22.471, 4.512, -17.884], [-21.735, 4.018, -19.495], [-23.301, 3.418, -18.879], [-21.034, 2.302, -18.570]], "mulliken_charge": [1.43, -0.42, 0.63, -0.69, -0.63, 0.31, -0.42, 0.82, -0.71, -0.74, 0.32, -1.22, 0.25, -1.17, -0.51, 0.34, 0.32, 0.35, 0.40, 0.32, 0.29, 0.32, 0.32, -1.29, -0.05, -0.66, -0.28, -0.79, -0.44, 0.32, 0.30, 0.37, 0.37, 0.32, 0.46, 0.31, 0.31, 0.25, 0.26, 0.32, -0.62, -0.43, 0.21, 0.32, 0.24, 0.29], "gap_ha": 0.1476, "e_homo_ev": -7.9, "e_tot_ev": -79103.9700}

[3]
{"formula": "C6H9NS2", "method": "ωB97M-V/def2-TZVPD", "species": ["C", "C", "C", "C", "C", "C", "N", "S", "S", "H", "H", "H", "H", "H", "H", "H", "H", "H"], "positions_angstrom": [[-1.293, 1.291, -0.084], [0.908, -1.172, 1.170], [-1.732, -0.911, 0.690], [-1.731, 2.633, -0.438], [2.396, -1.050, -0.886], [2.244, -1.367, 0.592], [-2.080, 0.343, 0.464], [-2.733, -2.070, 1.342], [-0.207, -1.314, -0.075], [-1.336, 2.702, -1.483], [-1.158, 3.282, 0.299], [-2.819, 2.996, -0.407], [1.755, -0.107, -1.087], [2.008, -1.703, -1.641], [3.489, -0.716, -0.956], [3.020, -0.939, 1.220], [2.403, -2.483, 0.630], [-3.133, 0.584, 0.650]], "mulliken_charge": [-0.30, -0.53, 0.37, -0.74, -1.11, 0.02, -0.17, -0.25, -0.01, 0.25, 0.26, 0.29, 0.28, 0.38, 0.27, 0.37, 0.26, 0.37], "gap_ha": 0.2616, "e_homo_ev": -8.1, "relative_energy_kj_mol": 640.1, "e_tot_ev": -29522.0762}

[4]
{"formula": "C31H80N2O16P", "method": "ωB97M-V/def2-TZVPD", "species": ["C", "C", "N", "C", "N", "O", "P", "O", "H", "H", "H", "H", "H", "H", "H", "H", "H", "H", "C", "O", "C", "C", "O", "C", "H", "H", "H", "H", "H", "H", "H", "H", "H", "H", "C", "O", "C", "C", "O", "C", "H", "H", "H", "H", "H", "H", "H", "H", "H", "H", "C", "O", "C", "C", "O", "C", "H", "H", "H", "H", "H", "H", "H", "H", "H", "H", "C", "O", "C", "C", "O", "C", "H", "H", "H", "H", "H", "H", "H", "H", "H", "H", "C", "O", "C", "C", "O", "C", "H", "H", "H", "H", "H", "H", "H", "H", "H", "H", "C", "O", "C", "C", "O", "C", "H", "H", "H", "H", "H", "H", "H", "H", "H", "H", "C", "O", "C", "C", "O", "C", "H", "H", "H", "H", "H", "H", "H", "H", "H", "H"], "positions_angstrom": [[10.671, 0.748, 2.452], [9.690, 0.032, 1.346], [10.108, 0.008, 0.010], [8.230, -0.680, 1.687], [7.156, 0.292, 1.187], [7.666, 1.558, 1.068], [5.740, 0.430, 2.263], [4.444, 0.558, 1.318], [11.596, 1.237, 1.880], [11.141, -0.071, 3.161], [10.171, 1.634, 3.049], [9.323, -0.502, -0.492], [8.101, -0.950, 2.828], [8.196, -1.655, 0.999], [6.869, -0.079, 0.237], [7.419, 1.814, 0.116], [5.874, 1.687, 3.009], [5.620, -0.608, 3.254], [1.309, -2.590, -2.491], [2.459, -2.580, -1.653], [2.618, -1.335, -0.965], [2.188, -1.453, 0.499], [0.774, -1.639, 0.612], [0.432, -2.989, 0.904], [1.156, -3.611, -2.851], [0.413, -2.275, -1.950], [1.473, -1.936, -3.353], [2.069, -0.533, -1.473], [3.684, -1.087, -1.000], [2.425, -0.513, 1.011], [2.733, -2.258, 1.007], [0.716, -3.229, 1.933], [0.913, -3.686, 0.213], [-0.652, -3.096, 0.808], [-5.074, -0.896, 2.090], [-4.908, -0.479, 3.440], [-4.534, -1.561, 4.298], [-3.043, -1.506, 4.640], [-2.236, -1.788, 3.493], [-1.661, -0.610, 2.939], [-5.193, -0.004, 1.467], [-4.206, -1.455, 1.730], [-5.976, -1.509, 1.998], [-4.800, -2.527, 3.852], [-5.111, -1.447, 5.222], [-2.824, -2.284, 5.379], [-2.775, -0.538, 5.083], [-0.880, -0.230, 3.605], [-2.413, 0.165, 2.768], [-1.204, -0.869, 1.980], [2.951, 1.361, -3.812], [1.595, 1.105, -4.161], [0.937, 2.270, -4.666], [0.801, 2.212, -6.190], [2.075, 2.329, -6.830], [2.554, 1.076, -7.306], [3.436, 0.405, -3.593], [3.493, 1.847, -4.627], [2.991, 1.986, -2.913], [1.457, 3.183, -4.353], [-0.065, 2.286, -4.224], [0.201, 3.066, -6.522], [0.284, 1.297, -6.505], [1.961, 0.756, -8.168], [2.522, 0.310, -6.528], [3.592, 1.205, -7.626], [0.711, 2.422, -10.733], [-0.158, 1.295, -10.741], [-1.198, 1.420, -11.715], [-0.910, 0.557, -12.946], [0.207, 1.062, -13.685], [1.386, 0.295, -13.467], [1.567, 2.191, -10.092], [1.080, 2.654, -11.735], [0.189, 3.290, -10.318], [-1.349, 2.469, -11.997], [-2.119, 1.062, -11.244], [-1.776, 0.599, -13.615], [-0.754, -0.492, -12.665], [1.289, -0.680, -13.953], [1.589, 0.161, -12.401], [2.229, 0.827, -13.917], [-7.923, 0.101, 6.089], [-8.133, -0.790, 7.179], [-7.085, -0.712, 8.150], [-7.529, 0.080, 9.382], [-7.706, 1.466, 9.073], [-9.080, 1.816, 8.947], [-8.829, 0.113, 5.476], [-7.723, 1.119, 6.432], [-7.090, -0.255, 5.473], [-6.175, -0.282, 7.713], [-6.858, -1.739, 8.455], [-6.740, 0.023, 10.139], [-8.442, -0.347, 9.817], [-9.558, 1.801, 9.931], [-9.608, 1.143, 8.266], [-9.139, 2.833, 8.547], [-4.878, 4.425, -1.317], [-5.866, 3.979, -2.239], [-5.739, 2.585, -2.536], [-6.798, 1.763, -1.797], [-6.559, 1.756, -0.386], [-7.441, 2.628, 0.312], [-5.131, 5.444, -1.010], [-4.843, 3.793, -0.426], [-3.897, 4.440, -1.802], [-4.729, 2.224, -2.304], [-5.896, 2.474, -3.614], [-6.733, 0.723, -2.134], [-7.808, 2.126, -2.024], [-8.453, 2.211, 0.309], [-7.451, 3.629, -0.128], [-7.098, 2.706, 1.347], [5.919, -3.570, 7.898], [4.564, -3.827, 7.549], [3.905, -2.661, 7.043], [3.769, -2.720, 5.519], [5.043, -2.602, 4.879], [5.522, -3.855, 4.403], [6.404, -4.526, 8.116], [6.461, -3.084, 7.082], [5.959, -2.945, 8.796], [4.426, -1.748, 7.356], [2.904, -2.646, 7.485], [3.169, -1.865, 5.188], [3.253, -3.635, 5.204], [4.929, -4.175, 3.541], [5.491, -4.622, 5.182], [6.560, -3.726, 4.084]], "mulliken_charge": [-0.99, 0.73, -0.58, -0.85, 0.10, -0.38, 0.39, -0.51, 0.32, 0.31, 0.28, 0.24, 0.33, 0.31, 0.58, 0.39, 0.18, 0.10, -0.51, -0.42, 0.00, -0.38, -0.36, -0.83, 0.27, 0.23, 0.20, 0.19, 0.10, 0.29, 0.28, 0.30, 0.44, 0.23, -0.70, -0.34, -0.26, -0.69, -0.31, -0.55, 0.22, 0.27, 0.33, 0.36, 0.16, 0.40, 0.35, 0.28, 0.34, 0.08, -0.84, -0.24, -0.62, -0.47, -0.36, -0.61, 0.20, 0.44, 0.32, 0.37, 0.34, 0.39, 0.32, 0.24, 0.27, 0.26, -0.69, -0.32, -0.54, -0.50, -0.37, -0.68, 0.18, 0.38, 0.31, 0.35, 0.36, 0.37, 0.33, 0.32, 0.28, 0.24, -0.23, -0.39, -0.34, -0.58, -0.38, -0.72, 0.28, 0.30, -0.11, 0.25, 0.38, 0.37, 0.34, 0.33, 0.32, 0.24, -0.64, -0.37, -0.48, -0.54, -0.21, -0.80, 0.24, 0.26, 0.30, 0.29, 0.38, 0.36, 0.35, 0.31, 0.34, 0.24, -0.63, -0.37, -0.63, -0.42, -0.19, -0.83, 0.25, 0.21, 0.33, 0.33, 0.38, 0.34, 0.34, 0.31, 0.37, 0.24], "gap_ha": 0.2108, "e_homo_ev": -10.1, "e_tot_ev": -78451.9186, "charge": 1}

Question: Number 4 is which compound?
Answer: C31H80N2O16P